99
Properties=species:S:1:pos:R:3:forces:R:3 method="wB97M-V/def2-TZVPD" relative_energy_kcal_mol=11.7 homo_energy_ev=-2.336 charge=-2 orbital_gap_ha=0.166 spin_multiplicity=1
C 4.10424 -3.76035 -1.26790 -0.748 -0.738 0.864
C 2.31246 3.96491 -2.00648 -0.662 -0.696 0.705
O -6.07312 5.64610 0.75445 0.578 -1.244 -1.208
H -0.56203 -2.95771 -1.64131 -0.018 0.512 -0.955
As 1.43500 0.22185 3.38318 0.886 -1.524 -0.469
O -5.49348 4.05588 -0.70523 -0.250 2.182 2.001
H 5.31254 -1.21728 0.59730 0.457 -0.385 0.233
H 1.57235 -2.41955 -4.78123 0.540 0.269 0.619
Si 1.26762 -1.41171 -2.53981 -0.691 -0.171 -1.150
H -4.56592 -2.88725 -0.44959 -0.511 -0.403 -0.155
H -0.40865 0.38753 -2.74016 -0.123 0.324 0.084
C -1.32735 2.34742 0.78847 2.227 -2.893 -0.255
O -1.61233 -0.75703 -0.30962 -0.189 0.518 -0.041
C -0.75975 -1.84397 3.82935 -0.546 0.924 0.376
H 5.05996 -3.27235 -1.03924 -0.029 -0.356 -0.370
C -3.51408 -1.28100 -1.42339 2.373 1.312 0.362
H -0.07019 -3.34319 -3.32628 -0.306 0.473 0.323
Si 3.72590 -0.27649 -0.94266 -1.766 -1.345 0.905
O 0.40616 -1.52266 1.58880 -1.429 -0.755 0.411
C 1.42689 -4.36075 -0.44712 -0.440 0.440 0.015
H 4.37207 -3.15293 1.50057 0.532 0.105 -0.021
Si 2.63588 -2.90419 -0.23761 0.270 -0.831 -1.308
H -6.15398 -1.71133 -3.31962 0.576 -0.315 -0.468
C -1.97817 3.67578 1.09181 1.404 0.561 0.963
C 3.65737 3.69080 -1.91141 0.664 -0.736 -0.050
H 3.87566 -3.86092 -2.34489 0.473 0.288 0.538
H -0.76495 4.43483 2.72116 0.990 -0.174 0.581
H 1.08382 -4.62427 -1.47291 0.514 0.250 0.570
C 1.42997 2.98847 -1.53706 1.227 -0.985 0.752
H -4.92340 -2.88433 -3.98337 -0.049 -0.401 -1.060
H 0.53952 -4.13467 0.15779 0.184 -0.476 -0.170
C -0.29666 -2.49806 -2.63394 -0.054 -1.050 0.912
C -4.08543 -1.34416 -2.78053 -0.240 1.313 -0.839
H 5.45585 0.55088 0.63612 0.001 -0.097 -0.061
C 0.39404 0.06583 -3.40838 0.016 0.310 -0.017
C 4.05492 2.43450 -1.43104 0.044 1.488 -0.153
H 0.35398 2.12154 3.40559 0.291 -0.223 0.416
Lu 0.34681 0.21178 0.23924 -1.114 -1.127 -1.805
H -5.48916 -2.96187 -2.33801 0.275 -0.193 0.297
H -3.61221 0.01674 -5.43623 -0.884 -0.727 0.781
N -2.04008 6.84183 3.18668 0.902 -1.018 -0.753
N -5.26235 4.88730 0.21070 -1.185 -1.037 -1.917
C -0.88343 0.05301 5.27027 0.958 0.190 0.034
H 1.89230 4.92051 -2.27706 0.151 0.068 -0.422
C 2.29457 -2.11523 -3.97711 -0.642 -0.931 -0.102
O -0.93375 1.56601 1.77431 -1.395 2.745 -2.298
S -0.50363 -2.55703 2.21085 3.858 -1.250 0.797
O -1.77735 -2.75052 1.62604 -1.130 0.072 -0.190
H -3.28172 -2.22433 6.12670 0.621 0.379 -0.384
H -0.42871 0.95731 5.67655 -0.500 -0.108 -0.235
C -0.22137 -0.54777 4.18194 -1.632 -2.551 -0.109
N -3.58844 -0.48269 -3.63071 -0.772 -0.978 0.705
H -3.15920 3.41990 -0.67158 -0.147 -0.105 0.601
H 4.41371 4.36294 -2.29545 -0.013 0.295 0.251
N -2.35135 -0.59307 -1.39691 -1.449 -1.760 0.322
C 4.75775 -0.29479 0.61107 -0.370 0.310 0.344
C 5.01479 -0.63936 -2.24105 0.788 0.069 -0.223
H -0.18985 -0.32648 -4.29282 0.931 0.285 0.715
O 2.75575 -0.68466 3.89874 -1.749 1.794 -0.220
C -2.43332 -1.75146 5.59019 -0.235 -2.102 -0.313
C -3.01147 3.97778 0.25771 -0.142 -1.361 -0.974
C -5.22910 -2.30192 -3.15298 -0.057 1.570 1.284
O -1.15764 1.99565 -0.45286 -0.329 1.471 3.082
O -4.23580 -0.52917 -4.89573 0.697 0.313 -0.814
C -3.90173 4.88780 0.70527 -1.462 1.771 0.228
H 5.50928 -1.61995 -2.05131 -0.378 0.798 -0.049
O 1.60849 0.73353 1.73756 0.854 0.286 2.733
H -1.15096 -1.89082 -3.00626 0.564 -0.591 0.288
N 1.80029 1.77501 -1.02819 0.313 1.425 -1.445
H -2.48425 0.05877 6.69183 -0.096 0.154 0.187
O -2.84709 7.74025 3.39550 1.223 -0.672 0.326
H -4.68789 -1.35384 0.47048 0.555 -0.422 -0.814
H 3.06580 -2.16686 2.19646 -0.061 0.165 0.026
C -3.65910 5.82738 1.66514 0.094 0.266 1.798
O 0.27867 -3.78948 2.36079 -0.889 0.834 0.440
C -1.76046 -2.48666 4.58996 0.534 2.406 0.242
H 2.97237 -1.37841 -4.41308 0.358 -0.369 0.144
H -2.04156 -3.47394 4.35503 -0.426 -0.932 -0.456
H 4.13690 -0.26361 1.51674 0.176 0.007 -0.217
C -2.47819 5.66373 2.39466 -0.286 0.575 -1.422
C -2.00401 -0.50401 5.91035 1.003 0.945 -0.247
H 1.01023 0.94001 -3.68282 -0.244 -0.265 -0.051
H 5.74621 0.16674 -2.05883 0.174 -0.323 -0.278
H -4.41671 6.58834 1.94092 0.824 -0.657 -0.347
H 4.73156 -0.61498 -3.29215 -0.150 0.072 0.044
H 0.38942 3.14910 -1.55484 -1.105 0.238 0.097
O -0.82985 6.80088 3.42315 -1.453 1.163 0.641
H -3.17902 -2.29944 0.40185 -0.246 0.277 -0.177
C -4.03503 -1.98640 -0.20147 0.123 0.393 0.388
H 2.83500 -3.88469 1.87049 0.141 0.334 0.209
H 5.10838 2.23975 -1.24408 -0.097 -0.135 -0.452
C 3.12293 1.47857 -1.08408 -0.309 0.491 -0.116
C 2.13603 -1.25655 -0.91182 0.321 0.447 -0.620
H 2.75306 -3.05189 -3.56823 0.081 0.922 -0.804
O 0.90856 1.73953 4.12333 0.827 1.370 -0.404
C 3.31160 -2.95801 1.50097 -0.708 -0.961 0.080
H 1.98741 -5.19579 0.00494 -0.442 0.048 -0.126
H 4.10845 -4.82364 -0.86325 0.260 1.161 -0.315
C -1.61720 4.59898 2.12864 -1.704 -1.003 -0.867